The following is a DFT calculation (wB97M-V/def2-TZVPD) of a single C5H8N2 molecule.

Atoms and positions in Å:
N -1.6615 0.5268 2.2443
C -1.2181 0.7581 1.2020
C -0.5023 0.8580 -0.1034
N -1.3015 1.1901 -1.2682
C 0.1480 -0.5058 -0.2944
C 0.8930 -1.1631 0.8239
C 1.6229 -0.7295 -0.4200
H 0.2569 1.6412 0.0033
H -1.6518 2.1404 -1.2400
H -2.0995 0.5689 -1.3563
H -0.4833 -1.1672 -0.8830
H 1.0766 -0.5720 1.7201
H 0.6767 -2.2081 1.0246
H 1.9568 -1.4608 -1.1497
H 2.2872 0.1231 -0.3032

E_HOMO	-10.31	eV
energy relative to the best compared isomer or geometry (same formula, charge and spin)	32.7	kcal/mol
energy	-8293.579	eV
net charge	0
structure (SMILES)	N#C[C@H](N)C1CC1
2S+1	1

The following is a DFT calculation (wB97M-V/def2-TZVPD) of 2 unconnected molecules or ions with the total composition C5H12N3O2 in a non-equilibrium geometry.

Atoms and positions in Å:
C -1.4602 -0.7129 1.3201
C 0.7275 -2.2271 -0.5275
C 1.9552 0.1720 -0.4655
C 0.0785 -0.5241 1.2021
C 0.6138 -0.6989 -0.2905
N -1.1525 2.3201 -0.3592
N -0.3152 -0.2031 -1.1987
N -1.2697 3.3641 -1.0122
O -0.8277 3.7322 -2.0907
O -2.0106 4.2517 -0.3784
H -1.7179 -1.3855 2.1356
H -1.9097 0.1814 1.3741
H -1.7107 -1.3523 0.4447
H -0.2269 -2.6567 -0.7665
H 1.4907 -2.4560 -1.2603
H 0.9796 -2.5882 0.6241
H 2.2639 0.5229 0.5759
H 2.6390 -0.5642 -0.9198
H 1.6807 0.8265 -1.1927
H 0.3622 0.4423 1.7337
H 0.5460 -1.1420 1.9220
H -0.7359 0.6979 -0.8702

E_HOMO (spin up / spin down)	-4.60 / -4.45	eV
energy relative to the best compared isomer or geometry (same formula, charge and spin)	81.0	kcal/mol
energy	-13938.258	eV
net charge	-1
2S+1	1

The following is a DFT calculation (wB97M-V/def2-TZVPD) of a molecular structure, C17H21BBrCuN6O3 in a non-equilibrium geometry.

Atoms and positions in Å:
Cu 1.0725 -0.4812 -0.3857
Br 1.3861 -1.0542 2.9194
C -0.1541 -2.0691 2.5048
C -0.7848 -2.5766 3.6537
C -1.6222 -3.7000 3.5864
C -1.9532 -4.2140 2.3441
C -1.4895 -3.6556 1.1578
C -1.8298 -4.2158 -0.1091
C -1.3826 -3.6056 -1.2215
C -0.5850 -2.4228 -1.1975
C -0.2028 -1.9255 0.0089
C -0.5638 -2.5439 1.2095
H -0.5866 -2.0952 4.6502
H -2.0563 -4.0973 4.5087
H -2.6061 -5.0602 2.3044
H -2.5150 -5.0690 -0.1617
H -1.6636 -3.9815 -2.1912
H -0.2684 -1.9514 -2.0841
C -0.6792 1.4935 -1.7513
N -1.6006 2.6268 -1.7314
C -0.7718 3.8190 -1.4430
N -0.0375 3.7376 -0.1240
C 0.8222 2.5569 -0.1798
N 0.0122 1.3208 -0.4524
C -0.9767 1.0988 0.6243
N -1.9159 2.2026 0.6981
C -2.5601 2.3570 -0.6331
C -1.1335 3.4753 0.8833
H 0.0169 1.6975 -2.5467
H -1.2280 0.5811 -1.9364
H -1.3562 4.7327 -1.3663
H 0.0453 3.9668 -2.1393
H 1.3160 2.4395 0.7897
H 1.5890 2.6743 -0.9515
H -0.4471 0.9495 1.5918
H -1.5396 0.1628 0.4116
H -3.3071 3.1791 -0.5774
H -3.1331 1.4451 -0.8339
H -0.6880 3.5080 1.8693
H -1.8417 4.3416 0.8166
B 5.3403 0.9625 -0.0306
C 3.8826 0.5717 -0.0841
N 2.7729 0.2343 -0.1044
H 5.7523 1.3767 -1.0899
H 5.4423 1.8709 0.7443
H 6.0346 0.0564 0.3855
O 2.0934 -2.2570 -2.4134
N 2.0189 -1.1789 -3.1197
O 2.7164 -1.0499 -4.1397
O 1.1660 -0.2345 -2.6631

E_HOMO (spin up / spin down)	-5.70 / -5.66	eV
energy relative to the best compared isomer or geometry (same formula, charge and spin)	0.0	kcal/mol
energy	-148408.017	eV
net charge	-1
2S+1	2

The following is a DFT calculation (wB97M-V/def2-TZVPD) of a molecular structure, C11H6Cl2NO3RuS5 in a non-equilibrium geometry.

Atoms and positions in Å:
Ru 0.5280 0.3446 0.2325
O 5.5827 4.8463 -0.5075
C 4.6881 4.0453 -0.4949
S 2.9697 4.4723 -0.6509
C 2.3432 2.8461 -0.5305
C 3.2323 1.8583 -0.3539
S 2.7897 0.1893 -0.3571
S 4.9212 2.3041 -0.2343
S 0.6484 2.5679 -0.6918
Cl -4.6518 2.5781 0.4834
C -3.7329 1.2259 -0.0633
C -4.3560 0.0831 -0.5197
C -3.5619 -0.9613 -0.9629
C -2.1891 -0.8370 -0.9144
N -1.5899 0.2669 -0.4524
C -2.3517 1.2907 -0.0442
H -5.4367 0.0200 -0.5350
H -4.0056 -1.8709 -1.3426
H -1.5372 -1.6229 -1.2664
H -1.8460 2.1811 0.3011
S 1.1218 0.2559 2.7153
C 0.3412 -0.8513 1.8228
Cl 2.5049 -4.6189 0.1275
C 0.8457 -4.2389 0.6376
C 0.6630 -2.7468 0.6027
O 0.6490 -2.1968 1.8339
O 0.5567 -2.1021 -0.4035
H 0.7050 -4.6263 1.6396
H 0.1681 -4.7026 -0.0714

E_HOMO (spin up / spin down)	-7.03 / -7.21	eV
energy relative to the best compared isomer or geometry (same formula, charge and spin)	73.8	kcal/mol
energy	-100938.592	eV
net charge	0
2S+1	2

The following is a DFT calculation (wB97M-V/def2-TZVPD) of 2 unconnected molecules or ions with the total composition C5H13BrN in a non-equilibrium geometry.

Atoms and positions in Å:
C -0.0870 2.1152 0.0752
C -0.0620 -1.4534 1.2244
C 1.2620 -0.9900 -0.8961
C 0.6746 0.8490 0.6886
C -1.5515 -0.3200 -1.1363
N 0.3490 -0.4275 0.1475
Br -3.1115 -0.1399 -0.1995
H 0.4791 2.7084 -0.7368
H -1.1005 1.7970 -0.2124
H -0.2437 2.9782 0.7213
H 0.6753 -1.7866 1.8913
H -0.7915 -0.9815 1.9127
H -0.4119 -2.3613 0.6094
H 2.2301 -1.2630 -0.3918
H 0.6767 -1.7281 -1.3106
H 1.4278 -0.1596 -1.5503
H 0.4920 0.8898 1.7729
H 1.8349 1.1252 0.5971
H -1.4916 0.5029 -1.8175
H -1.2503 -1.3548 -1.3892

E_HOMO (spin up / spin down)	-14.17 / -14.17	eV
energy relative to the best compared isomer or geometry (same formula, charge and spin)	96.8	kcal/mol
energy	-76918.203	eV
net charge	+1
2S+1	1

The following is a DFT calculation (wB97M-V/def2-TZVPD) of 12 unconnected molecules or ions with the total composition C4H32NO13 in a non-equilibrium geometry.

Atoms and positions in Å:
C 2.4490 1.0039 -2.6648
C 2.2196 -0.4791 -1.7647
C 2.0592 -0.0979 -0.2419
O 3.0703 -0.7241 0.4882
N 1.2192 -1.3713 -2.2083
C -0.0967 -0.6571 -2.4220
O -0.6942 -0.6263 -1.2169
H 2.0341 1.9497 -2.3053
H 1.9637 0.7151 -3.6015
H 3.4381 1.0768 -2.7122
H 3.2939 -0.8233 -1.9060
H 2.3940 0.9542 -0.1336
H 0.9198 -0.2821 0.1338
H 3.0251 -1.6064 0.6822
H 0.9295 -2.0522 -1.5802
H 0.2451 0.3788 -2.9165
H -0.7124 -1.3615 -3.0753
H 2.8016 0.5642 1.9575
H 1.8233 1.6464 1.9592
O 2.5437 1.3900 2.4744
H -0.9983 -2.5515 -0.6073
H 0.1399 -3.7886 -0.8133
O -0.9308 -3.5975 -0.6873
H -3.0336 0.6391 -1.8518
H -1.5699 0.4972 -1.2375
O -2.3126 1.2210 -1.4832
H 0.7342 -0.7881 2.5105
H -0.1100 -1.9070 1.9408
O -0.1343 -1.0196 2.2301
H 0.9534 -2.5107 -0.1045
H 1.0613 -4.1110 0.5352
O 1.4010 -3.1410 0.4820
H -3.3510 1.7166 1.3362
H -3.2652 1.7684 -0.3389
O -3.3258 2.3358 0.5455
H -1.9326 -0.0541 1.2129
H -1.6824 0.4203 2.6858
O -2.4319 0.1716 2.0987
H -0.6184 1.4146 0.9402
H -1.7070 2.4406 1.0236
O -0.7346 2.2498 1.4085
H -3.1928 -1.1226 1.3450
H -3.1467 -2.5625 1.7807
O -3.5646 -2.0595 1.0790
H -0.3745 2.7166 -2.2212
H -1.6855 3.1069 -1.6828
O -0.8438 3.5332 -2.0625
H 1.2116 1.3764 3.7406
H 0.0416 2.2530 3.2379
O 0.4778 1.7545 4.0109

E_HOMO	-5.66	eV
energy relative to the best compared isomer or geometry (same formula, charge and spin)	107.6	kcal/mol
energy	-32772.668	eV
net charge	-1
2S+1	1